No. 1
# C74H90CsN4O6PS2Se

C74H90CsN4O6PS2Se as an isolated structure in a non-equilibrium geometry (the ωB97M-V functional and the def2-TZVPD basis, the Open Molecules 2025 dataset).

Geometry as XYZ:
```
179
C74H90CsN4O6PS2Se the ωB97M-V functional and the def2-TZVPD basis
Cs -0.45 1.57 -1.50
C -8.04 -3.06 -3.53
C -6.52 -3.13 -3.72
C -6.08 -4.56 -3.39
C -6.21 -2.85 -5.20
C -5.79 -2.13 -2.84
C -4.39 -2.14 -2.77
C -3.70 -1.24 -1.99
Se -1.79 -1.23 -1.81
C -1.45 -2.96 -1.08
C -2.36 -3.97 -0.93
C -1.98 -5.20 -0.36
C -0.66 -5.31 0.03
C 0.29 -4.28 -0.05
C -0.06 -3.04 -0.68
O 0.69 -2.02 -0.91
C 1.68 -4.59 0.52
C 1.59 -5.18 1.93
C 2.57 -3.36 0.64
C 2.38 -5.61 -0.40
C -2.99 -6.34 -0.29
C -2.49 -7.51 0.56
C -4.31 -5.85 0.32
C -3.27 -6.87 -1.71
C -4.35 -0.16 -1.30
O -3.66 0.71 -0.66
C -5.78 -0.16 -1.36
C -6.44 -1.13 -2.11
C -6.56 0.91 -0.57
C -8.07 0.76 -0.71
C -6.18 2.31 -1.08
C -6.20 0.80 0.92
H -8.52 -3.85 -4.13
H -8.32 -3.21 -2.48
H -8.44 -2.10 -3.86
H -6.60 -5.29 -4.03
H -5.01 -4.69 -3.54
H -6.30 -4.80 -2.35
H -6.74 -3.55 -5.86
H -6.52 -1.83 -5.46
H -5.14 -2.93 -5.39
H -3.82 -2.88 -3.33
H -3.38 -3.79 -1.25
H -0.34 -6.25 0.47
H 1.25 -4.42 2.64
H 0.89 -6.02 1.99
H 2.57 -5.54 2.26
H 2.10 -2.62 1.28
H 3.53 -3.67 1.08
H 2.72 -2.88 -0.32
H 1.83 -6.56 -0.43
H 2.44 -5.23 -1.42
H 3.40 -5.82 -0.04
H -2.25 -7.18 1.58
H -3.25 -8.28 0.62
H -1.59 -7.96 0.13
H -4.13 -5.37 1.28
H -4.80 -5.12 -0.32
H -5.00 -6.69 0.47
H -2.36 -7.29 -2.14
H -4.05 -7.64 -1.70
H -3.60 -6.05 -2.36
H -7.52 -1.10 -2.14
H -8.40 0.86 -1.75
H -8.42 -0.21 -0.34
H -8.56 1.54 -0.12
H -6.48 2.43 -2.13
H -6.69 3.08 -0.49
H -5.10 2.45 -1.01
H -6.53 -0.17 1.32
H -5.12 0.88 1.04
H -6.69 1.60 1.49
C -2.04 3.93 4.06
C -1.65 3.03 2.90
O -0.80 3.36 2.08
N -2.29 1.85 2.87
C -1.99 0.82 1.88
C -2.33 -0.57 2.35
C -3.54 -0.83 2.99
C -3.87 -2.14 3.31
C -2.99 -3.15 2.96
C -1.81 -2.79 2.31
N -1.48 -1.54 2.02
H -1.51 4.88 3.96
H -1.77 3.47 5.01
H -3.12 4.12 4.05
H -2.98 1.65 3.58
H -0.93 0.87 1.66
H -2.57 0.98 0.96
H -4.25 -0.04 3.19
H -4.81 -2.37 3.79
H -3.21 -4.19 3.16
H -1.12 -3.56 1.97
O -1.46 4.13 -4.20
C -0.49 4.31 -3.47
O 0.36 3.43 -3.10
C -0.19 5.68 -2.89
C -0.88 6.79 -3.34
C -0.58 8.05 -2.83
C 0.42 8.17 -1.87
C 1.09 7.05 -1.40
C 0.80 5.78 -1.90
P 1.67 4.21 -1.40
C 3.01 4.30 -2.68
C 3.89 5.38 -2.76
C 4.89 5.44 -3.72
C 5.03 4.40 -4.64
C 4.15 3.33 -4.60
C 3.14 3.29 -3.64
C 2.63 4.88 0.08
C 4.01 4.79 0.28
C 4.59 5.09 1.51
C 3.81 5.51 2.57
C 2.43 5.59 2.40
C 1.85 5.26 1.18
H -1.65 6.65 -4.09
H -1.10 8.93 -3.19
H 0.67 9.15 -1.47
H 1.85 7.17 -0.64
H 3.79 6.20 -2.05
H 5.55 6.29 -3.76
H 5.81 4.44 -5.39
H 4.23 2.51 -5.30
H 2.43 2.48 -3.67
H 4.65 4.47 -0.54
H 5.67 5.00 1.64
H 4.25 5.74 3.53
H 1.80 5.88 3.23
H 0.77 5.27 1.09
C 5.86 1.73 -1.49
C 4.61 1.25 -0.74
N 3.56 0.76 -1.63
C 3.70 -0.32 -2.47
S 2.96 -0.32 -3.96
N 4.42 -1.34 -1.95
C 4.49 -2.65 -2.58
C 5.54 -2.74 -3.68
H 6.62 2.07 -0.78
H 5.60 2.56 -2.15
H 6.27 0.92 -2.09
H 4.17 2.08 -0.19
H 4.88 0.49 -0.01
H 3.03 1.50 -2.07
H 4.42 -1.36 -0.94
H 3.50 -2.91 -2.97
H 4.74 -3.35 -1.79
H 5.29 -2.07 -4.50
H 5.58 -3.76 -4.06
H 6.53 -2.47 -3.29
O 0.93 0.52 3.08
S 2.26 0.29 2.46
C 3.19 -0.54 3.79
C 4.68 -0.66 3.59
C 5.20 -1.05 2.36
C 6.57 -1.17 2.17
C 7.44 -0.89 3.22
C 6.93 -0.49 4.45
C 5.56 -0.38 4.63
C 3.15 1.91 2.53
C 2.99 2.58 3.86
C 4.05 2.65 4.76
C 3.89 3.23 6.01
C 2.65 3.74 6.38
C 1.59 3.68 5.49
C 1.75 3.10 4.23
H 2.72 -1.53 3.82
H 2.93 0.00 4.70
H 4.51 -1.28 1.56
H 6.96 -1.48 1.21
H 8.51 -0.98 3.08
H 7.60 -0.27 5.27
H 5.16 -0.06 5.59
H 2.68 2.48 1.73
H 4.19 1.71 2.28
H 5.02 2.26 4.47
H 4.73 3.28 6.69
H 2.52 4.19 7.36
H 0.62 4.08 5.77
H 0.93 3.08 3.53
```

Values from the calculation:
Maximum force: 1.37 eV/A
HOMO-LUMO gap: 4.69 eV
Spin multiplicity: 1
LUMO energy: 3.22 eV
Charge: -2
Energy relative to the best compared isomer or geometry (same formula, charge and spin): 1.5 kcal/mol
HOMO energy: -1.47 eV


No. 2
# C5H5N

One molecule with the formula C5H5N in a non-equilibrium geometry (the ωB97M-V functional and the def2-TZVPD basis, the Open Molecules 2025 dataset).

Geometry as XYZ:
```
11
C5H5N the ωB97M-V functional and the def2-TZVPD basis
C -2.86 -0.26 0.03
C -1.66 0.30 -0.01
C -0.38 -0.31 -0.03
C 0.64 0.48 -0.15
C 1.96 0.00 -0.03
H -3.78 0.44 0.33
H -2.90 -1.41 -0.25
H -1.62 1.43 0.28
H -0.18 -1.37 0.14
H 0.75 1.55 -0.06
N 3.08 -0.26 0.10
```

Values from the calculation:
Maximum force: 3.68 eV/A
Structure (SMILES): C=C/C=C/C#N
HOMO-LUMO gap: 9.51 eV
Spin multiplicity: 1
LUMO energy: -0.10 eV
Energy relative to the best compared isomer or geometry (same formula, charge and spin): 53.2 kcal/mol
HOMO energy: -9.61 eV


No. 3
# C4H8N2O

A 2-piece molecular cluster, C4H8N2O overall in a non-equilibrium geometry (the ωB97M-V functional and the def2-TZVPD basis, the Open Molecules 2025 dataset).

Geometry as XYZ:
```
15
C4H8N2O the ωB97M-V functional and the def2-TZVPD basis
C 1.42 -0.88 -1.20
N 0.52 -0.76 -0.25
C 0.18 0.28 0.55
C -0.90 0.00 1.57
O -1.85 -0.92 1.04
C 0.96 1.44 0.52
N 1.62 2.40 0.47
H 2.10 -0.05 -1.38
H 1.46 -1.80 -1.75
H -0.43 0.76 -2.37
H -0.13 -1.54 -0.12
H -0.75 1.07 -1.77
H -1.36 0.94 1.88
H -0.52 -0.49 2.47
H -2.33 -0.45 0.34
```

Values from the calculation:
Maximum force: 1.06 eV/A
HOMO-LUMO gap (spin up / spin down): 8.05 / 8.05 eV
Spin multiplicity: 1
LUMO energy (spin up / spin down): 0.38 / 0.38 eV
Energy relative to the best compared isomer or geometry (same formula, charge and spin): 95.0 kcal/mol
HOMO energy (spin up / spin down): -7.67 / -7.67 eV


No. 4
# C4H15NO2

A 3-piece molecular cluster, C4H15NO2 overall in a non-equilibrium geometry (the ωB97M-V functional and the def2-TZVPD basis, the Open Molecules 2025 dataset).

Geometry as XYZ:
```
22
C4H15NO2 the ωB97M-V functional and the def2-TZVPD basis
C 0.24 -1.07 0.01
C 1.09 0.12 -0.25
C 0.53 1.60 -0.18
C 1.77 -0.18 -1.68
N -0.22 -1.03 1.41
H -0.70 -1.10 -0.70
H 0.74 -1.96 -0.19
H 2.03 -0.07 0.57
H 0.32 1.67 0.88
H 1.29 2.35 -0.55
H -0.38 1.55 -0.88
H 2.45 -1.01 -1.35
H 2.20 0.81 -2.01
H 1.10 -0.56 -2.66
H 0.44 -0.62 2.13
H -0.80 -1.89 1.56
H -1.87 3.95 2.00
H -2.25 4.31 0.62
O -1.97 3.53 1.11
H -1.97 -3.01 -0.60
H -2.26 -3.56 0.79
O -1.76 -3.82 -0.02
```

Values from the calculation:
Maximum force: 4.12 eV/A
Structure (SMILES): CC(C)CN.O.O
HOMO-LUMO gap: 9.49 eV
Spin multiplicity: 1
LUMO energy: 0.81 eV
Energy relative to the best compared isomer or geometry (same formula, charge and spin): 67.2 kcal/mol
HOMO energy: -8.68 eV


No. 5
# C18H36BrCrN2OP2

C18H36BrCrN2OP2 as an isolated structure (the ωB97M-V functional and the def2-TZVPD basis, the Open Molecules 2025 dataset).

Geometry as XYZ:
```
61
C18H36BrCrN2OP2 the ωB97M-V functional and the def2-TZVPD basis
Cr -0.27 0.09 -0.42
C -2.90 -1.94 -2.16
P -1.18 -1.92 -1.57
C -0.98 -3.52 -0.74
C -0.22 -2.09 -3.13
C 1.25 -1.75 -2.93
P 1.40 -0.06 -2.23
C 1.16 1.04 -3.66
C 3.14 0.14 -1.80
H -3.16 -0.99 -2.63
H -3.61 -2.12 -1.35
H -3.01 -2.74 -2.89
H -1.30 -4.31 -1.41
H -1.59 -3.56 0.17
H 0.05 -3.68 -0.45
H -0.68 -1.41 -3.86
H -0.36 -3.10 -3.52
H 1.81 -1.80 -3.87
H 1.73 -2.44 -2.24
H 1.93 0.84 -4.41
H 1.25 2.08 -3.34
H 0.18 0.90 -4.11
H 3.76 -0.19 -2.64
H 3.40 -0.44 -0.92
H 3.36 1.19 -1.61
C 0.55 -0.81 3.17
C 0.54 -1.74 1.96
C 1.38 -2.99 2.26
C 1.07 -1.03 0.71
H 0.04 -1.26 4.02
H 0.09 0.15 2.96
H 1.59 -0.62 3.48
H -0.49 -2.07 1.79
H 2.43 -2.71 2.40
H 1.33 -3.72 1.45
H 1.03 -3.48 3.17
H 1.49 -1.75 -0.01
H 1.85 -0.30 0.96
C 0.96 5.48 0.04
N 1.12 4.04 0.35
C 2.11 3.59 1.34
C 0.38 3.16 -0.26
O 0.48 1.92 -0.03
H 1.69 6.03 0.62
H -0.04 5.82 0.32
H 1.13 5.66 -1.02
H 2.61 4.46 1.74
H 2.83 2.93 0.87
H 1.61 3.05 2.14
H -0.34 3.55 -0.98
Br -4.88 -1.98 2.43
C -3.68 -0.56 2.23
C -3.71 0.54 3.07
C -2.78 1.54 2.86
C -1.87 1.41 1.83
N -1.84 0.35 1.01
C -2.75 -0.62 1.22
H -4.44 0.60 3.87
H -2.76 2.42 3.49
H -1.12 2.17 1.67
H -2.73 -1.47 0.57
```

Values from the calculation:
Maximum force: 0.40 eV/A
HOMO-LUMO gap (spin up / spin down): 8.52 / 9.06 eV
Spin multiplicity: 4
LUMO energy (spin up / spin down): -6.43 / -5.80 eV
Charge: +2
Energy relative to the best compared isomer or geometry (same formula, charge and spin): 4.8 kcal/mol
HOMO energy (spin up / spin down): -14.95 / -14.86 eV


No. 6
# C3H9N2O2

An isolated ion of composition C3H9N2O2 and charge +1 in a non-equilibrium geometry (the ωB97M-V functional and the def2-TZVPD basis, the Open Molecules 2025 dataset).

Geometry as XYZ:
```
16
C3H9N2O2 the ωB97M-V functional and the def2-TZVPD basis
C 1.16 1.00 0.83
C -1.17 0.39 -0.14
C 0.11 -0.26 0.22
N -0.17 -1.35 1.11
N 0.89 -0.72 -0.98
O 2.08 1.35 0.14
O -1.02 0.88 -1.45
H 0.73 1.67 1.61
H -1.40 1.08 0.81
H -1.98 -0.29 -0.16
H -0.74 -1.10 1.88
H 0.52 -1.94 1.47
H 1.80 -0.13 -0.84
H 0.71 -1.76 -1.08
H 0.28 -0.26 -1.75
H -1.80 1.43 -1.66
```

Values from the calculation:
Maximum force: 3.86 eV/A
Structure (SMILES): N[C@]([NH3+])(C=O)CO
HOMO-LUMO gap: 10.12 eV
Spin multiplicity: 1
LUMO energy: -3.94 eV
Charge: +1
Energy relative to the best compared isomer or geometry (same formula, charge and spin): 73.3 kcal/mol
HOMO energy: -14.06 eV